Run w
9
Properties=species:S:1:pos:R:3 method="wB97M-V/def2-TZVPD" orbital_gap_ev="9.3 / 8.8" total_charge=0 e_lumo_ev="0.118 / -0.245"
C 0.89033 0.68612 -0.00502
N 0.59698 -0.71201 0.11278
N -1.56010 -0.89224 -0.05854
Cl -2.16463 0.58800 0.19983
H 1.92211 0.71602 -0.24666
H 0.44801 1.05139 -0.97612
H 0.92592 1.13784 0.99407
H 0.61718 -1.08294 -0.76117
H -1.67579 -1.49220 0.74084

---

Run x
9
Properties=species:S:1:pos:R:3 method="wB97M-V/def2-TZVPD" orbital_gap_ev="9.1 / 8.2" total_charge=0 e_lumo_ev="0.494 / 0.413"
C 0.23776 0.16734 0.72293
N -0.52207 -1.36547 -0.86877
N -0.16675 1.35089 0.24148
Cl 1.91764 -0.18649 0.68909
H -0.31180 -0.34314 1.54724
H -0.00874 -0.75480 -1.41750
H 0.04919 -2.03515 -0.53284
H -0.02317 1.58232 -0.78183
H -1.17207 1.58452 0.40021

---

Q: What are the energies relative to the best structure? A: run w 37.2; run x 0.0, in kcal/mol.

---

Run w
10
Properties=species:S:1:pos:R:3 method="wB97M-V/def2-TZVPD" smiles=CO.SS orbital_gap_ev=10.1 total_charge=0 e_lumo_ev=0.463
C -2.41429 0.10084 0.24769
O -3.00128 1.35830 -0.05603
H -1.38150 0.27442 0.53406
H -2.95297 -0.38949 1.05426
H -2.38280 -0.58021 -0.61163
H -3.54095 1.29155 -0.84511
S 4.78441 0.02693 -0.52118
S 3.57769 -0.51339 0.97506
H 3.90293 0.25798 -1.51524
H 3.40875 -1.82693 0.73811

---

Run x
10
Properties=species:S:1:pos:R:3 method="wB97M-V/def2-TZVPD" smiles=CO.SS orbital_gap_ev=9.4 total_charge=0 e_lumo_ev=-0.119
C -2.70647 1.91138 -0.04179
O -2.16474 1.06780 -1.10623
H -1.94912 2.03991 0.75531
H -3.08569 2.84485 -0.31496
H -3.45026 1.27286 0.48621
H -2.28045 1.36281 -2.02294
S 1.04555 -0.06516 -0.46498
S 1.50796 -1.60607 0.98271
H 2.27955 0.63555 -0.43020
H 1.18656 -1.42701 2.34355

---

Q: What are the energies relative to the best structure? A: run w 0.0; run x 17.6, in kcal/mol.

---

Run w
20
Properties=species:S:1:pos:R:3 method="wB97M-V/def2-TZVPD" smiles=CCC.CCS orbital_gap_ev=10.0 total_charge=0 e_lumo_ev=1.061
C -1.76077 -0.09187 -0.08169
C -3.15039 -0.43441 0.47076
C -4.14208 -0.70242 -0.64660
H -1.80862 0.69605 -0.83227
H -1.08221 0.20851 0.70898
H -1.41898 -0.91938 -0.69696
H -3.01437 -1.32418 1.09376
H -3.46864 0.37305 1.13882
H -5.18324 -0.81609 -0.34468
H -3.80016 -1.58788 -1.17386
H -4.14699 0.11937 -1.37095
C 4.61485 0.60597 0.42553
C 3.35210 0.67028 -0.38892
S 1.78002 0.26435 0.48466
H 5.45765 0.80212 -0.23441
H 4.63276 1.42332 1.15266
H 4.77238 -0.31432 0.97255
H 3.28712 0.11683 -1.32708
H 3.11619 1.70239 -0.64276
H 1.96338 -0.79167 1.29247

---

Run x
20
Properties=species:S:1:pos:R:3 method="wB97M-V/def2-TZVPD" smiles=CCC.CCS orbital_gap_ev=10.0 total_charge=0 e_lumo_ev=0.936
C -0.81291 -2.23031 -1.33532
C -1.34455 -0.90176 -1.92726
C -2.22534 -0.08694 -0.96463
H -0.32845 -2.13984 -0.36248
H -1.60928 -2.95092 -1.47536
H -0.03081 -2.58676 -2.01986
H -0.47653 -0.32179 -2.27130
H -1.90863 -1.12249 -2.84695
H -2.86937 0.56537 -1.54121
H -1.59063 0.52452 -0.32760
H -2.75131 -0.81840 -0.33519
C 1.93122 1.93605 2.43406
C 1.53953 0.60709 1.72860
S 1.97892 0.60689 -0.01910
H 3.02352 2.03371 2.28205
H 1.51300 2.64497 1.71216
H 1.58433 2.06591 3.44817
H 0.43630 0.61657 1.89218
H 1.84524 -0.36200 2.14038
H 2.09573 1.92013 -0.21136

---

Q: What are the energies relative to the best structure? A: run w 0.0; run x 5.4, in kcal/mol.